# 1
{
  "formula": "C16H34BN5O10",
  "method": "wB97M-V/def2-TZVPD",
  "species": ["C", "B", "O", "C", "O", "N", "C", "O", "O", "C", "O", "O", "H", "H", "H", "H", "H", "H", "C", "O", "N", "C", "C", "H", "H", "H", "H", "H", "H", "H", "C", "O", "N", "C", "C", "H", "H", "H", "H", "H", "H", "H", "C", "O", "N", "C", "C", "H", "H", "H", "H", "H", "H", "H", "C", "O", "N", "C", "C", "H", "H", "H", "H", "H", "H", "H"],
  "xyz": [[0.472, -4.809, 0.722], [0.179, -3.337, 0.167], [1.221, -2.632, -0.456], [-1.328, -2.745, 0.321], [-1.558, -1.653, -0.607], [-2.244, -3.862, -0.062], [-3.212, -4.258, 0.965], [-4.341, -3.716, 1.018], [-2.942, -5.211, 1.808], [-1.543, -2.169, 1.773], [-1.001, -2.757, 2.728], [-2.236, -1.083, 2.001], [-0.344, -5.048, 1.459], [1.463, -4.892, 1.245], [0.433, -5.586, -0.084], [0.888, -1.766, -0.761], [-2.477, -1.362, -0.445], [-2.683, -3.703, -0.963], [-0.491, 0.975, -1.152], [0.483, 0.408, -0.696], [-0.502, 2.263, -1.584], [-1.690, 2.892, -2.121], [0.725, 3.026, -1.499], [-1.462, 0.473, -1.254], [-1.489, 3.213, -3.143], [-1.944, 3.761, -1.509], [-2.530, 2.197, -2.121], [1.498, 2.524, -2.087], [1.047, 3.063, -0.455], [0.576, 4.037, -1.875], [-1.713, -3.956, 6.149], [-1.284, -4.761, 6.971], [-3.004, -3.587, 6.031], [-3.444, -2.623, 5.034], [-3.981, -4.170, 6.924], [-1.053, -3.458, 5.423], [-3.905, -1.770, 5.543], [-4.176, -3.097, 4.376], [-2.602, -2.271, 4.433], [-3.710, -3.937, 7.959], [-3.981, -5.255, 6.801], [-4.973, -3.776, 6.708], [-0.175, 4.315, -5.405], [-0.165, 4.845, -4.313], [0.913, 4.124, -6.187], [0.827, 3.482, -7.482], [2.207, 4.578, -5.710], [-1.106, 3.934, -5.858], [1.454, 2.587, -7.482], [1.181, 4.173, -8.251], [-0.200, 3.196, -7.706], [2.440, 4.078, -4.768], [2.168, 5.655, -5.532], [2.981, 4.357, -6.443], [3.891, 1.773, -0.437], [4.556, 1.932, -1.448], [4.303, 2.056, 0.821], [3.450, 1.837, 1.974], [5.634, 2.592, 1.020], [2.866, 1.371, -0.474], [3.292, 2.787, 2.491], [3.935, 1.131, 2.652], [2.484, 1.431, 1.671], [5.732, 3.532, 0.471], [6.371, 1.885, 0.632], [5.819, 2.767, 2.080]],
  "mulliken_charge": [-0.869, 0.649, -0.592, 0.332, -0.546, -0.197, 0.347, -0.752, -0.728, 0.296, -0.696, -0.859, 0.207, 0.213, 0.274, 0.311, 0.351, 0.324, 0.335, -0.636, 0.205, -0.725, -0.941, 0.024, 0.113, 0.286, 0.340, 0.239, 0.285, 0.418, 0.179, -0.678, 0.188, -0.763, -1.013, 0.296, 0.329, 0.371, 0.076, 0.279, 0.291, 0.392, 0.098, -0.575, 0.119, -0.933, -0.890, 0.304, 0.349, 0.333, 0.295, 0.261, 0.292, 0.369, 0.157, -0.681, 0.111, -0.910, -0.978, 0.379, 0.328, 0.361, 0.300, 0.290, 0.279, 0.386],
  "e_lumo_ev": 3.15,
  "e_tot_ha": -1681.1843,
  "homo_lumo_gap_ha": 0.135,
  "max_force_ev_per_a": 4.24,
  "charge": -2
}


# 2
{
  "formula": "C16H34HgN2O2PSSi",
  "method": "wB97M-V/def2-TZVPD",
  "species": ["C", "C", "C", "P", "O", "S", "C", "C", "C", "N", "C", "C", "O", "Si", "C", "C", "C", "C", "C", "C", "N", "C", "C", "H", "H", "H", "H", "H", "H", "H", "H", "H", "H", "H", "H", "H", "H", "H", "H", "H", "H", "H", "H", "H", "H", "H", "H", "H", "H", "H", "H", "H", "H", "H", "H", "H", "H", "Hg"],
  "xyz": [[-2.618, -1.804, 4.009], [-1.448, -1.326, 3.082], [-2.022, -1.376, 1.712], [-0.761, -0.655, 0.232], [0.601, -0.870, 1.258], [-2.577, -0.680, -1.055], [-1.027, 1.141, 0.869], [-1.998, 2.041, 0.124], [-3.437, 2.041, 0.654], [-4.243, 2.800, -0.313], [0.323, 0.019, -1.214], [1.798, 0.198, -0.864], [2.316, 0.776, -2.073], [3.746, 1.658, -1.893], [4.748, 1.210, -0.365], [3.499, 3.515, -1.894], [4.785, 1.252, -3.412], [-0.466, -2.530, -0.281], [-0.651, -3.035, -1.559], [-0.437, -4.377, -1.787], [-0.060, -5.298, -0.905], [0.146, -4.761, 0.291], [-0.030, -3.444, 0.659], [-3.516, -1.207, 3.889], [-2.801, -2.858, 3.808], [-2.226, -1.760, 5.023], [-0.618, -1.997, 3.282], [-1.160, -0.340, 3.441], [-2.865, -0.691, 1.676], [-2.432, -2.339, 1.428], [0.771, -0.091, 1.795], [-3.213, -1.797, -0.666], [-0.046, 1.615, 0.805], [-1.282, 1.202, 1.930], [-1.649, 3.055, 0.375], [-1.957, 2.017, -0.964], [-3.474, 2.492, 1.657], [-3.868, 1.042, 0.687], [-3.961, 3.804, -0.223], [-5.225, 2.710, -0.079], [0.298, -0.621, -2.095], [-0.009, 1.007, -1.538], [2.312, -0.747, -0.714], [1.953, 0.923, -0.064], [4.780, 0.131, -0.217], [5.748, 1.626, -0.470], [4.309, 1.708, 0.504], [2.857, 3.875, -2.699], [4.471, 3.992, -2.039], [3.106, 3.918, -0.957], [4.084, 1.167, -4.246], [5.216, 0.262, -3.257], [5.524, 2.017, -3.630], [-0.947, -2.403, -2.377], [-0.595, -4.734, -2.801], [0.495, -5.447, 1.058], [0.185, -3.152, 1.673], [-4.453, 5.127, 0.728]],
  "mulliken_charge": [-1.463, -0.026, -1.250, 1.508, -0.749, -0.188, -0.596, -0.954, -0.566, -0.713, -0.620, -0.396, -0.406, 0.431, -1.041, -1.064, -1.080, 0.673, -0.614, -0.552, -0.551, -0.451, -0.672, 0.393, 0.377, 0.419, 0.270, 0.346, 0.463, 0.675, 0.397, 0.256, 0.393, 0.621, 0.717, 0.166, 0.309, 0.254, 0.280, 0.290, 0.453, 0.314, 0.252, 0.262, 0.317, 0.392, 0.319, 0.334, 0.330, 0.327, 0.313, 0.296, 0.341, 0.370, 0.405, 0.391, 0.276, 0.023],
  "e_lumo_ev": -7.62,
  "e_tot_ha": -2072.0792,
  "homo_lumo_gap_ha": 0.122,
  "max_force_ev_per_a": 4.55,
  "charge": 1
}


# 3
{
  "formula": "C16H34IN3O6S",
  "method": "wB97M-V/def2-TZVPD",
  "species": ["C", "C", "C", "I", "C", "C", "C", "O", "S", "O", "O", "C", "H", "H", "H", "H", "H", "H", "H", "H", "H", "H", "H", "H", "H", "C", "N", "C", "C", "O", "H", "H", "H", "H", "H", "H", "H", "C", "N", "C", "C", "O", "H", "H", "H", "H", "H", "H", "H", "C", "N", "C", "C", "O", "H", "H", "H", "H", "H", "H", "H"],
  "xyz": [[-1.173, 0.888, -2.820], [-1.653, 1.897, -3.858], [-3.122, 2.274, -3.735], [-3.640, 3.329, -5.580], [-4.076, 1.090, -3.469], [-4.777, 0.472, -4.676], [-5.427, -0.818, -4.222], [-6.609, -0.530, -3.436], [-6.278, 0.260, -2.092], [-5.506, -0.543, -1.209], [-7.512, 0.715, -1.572], [-5.211, 1.613, -2.564], [-1.566, -0.091, -3.097], [-1.531, 1.085, -1.815], [-0.098, 0.816, -2.816], [-1.088, 2.814, -3.698], [-1.393, 1.571, -4.860], [-3.287, 3.023, -2.973], [-3.600, 0.283, -2.921], [-4.123, 0.293, -5.519], [-5.605, 1.115, -4.952], [-5.786, -1.363, -5.086], [-4.752, -1.451, -3.654], [-4.809, 2.081, -1.674], [-5.797, 2.358, -3.098], [1.726, -0.081, 2.677], [1.149, 0.604, 1.532], [1.333, 0.346, 0.215], [2.252, -0.795, -0.147], [0.763, 1.025, -0.635], [0.931, -0.484, 3.293], [2.299, 0.629, 3.271], [2.379, -0.889, 2.361], [0.524, 1.374, 1.710], [2.297, -0.876, -1.227], [3.254, -0.613, 0.229], [1.879, -1.732, 0.258], [0.955, 3.620, 7.337], [0.939, 2.740, 6.183], [0.412, 1.492, 6.084], [-0.250, 0.916, 7.313], [0.479, 0.872, 5.033], [0.436, 4.550, 7.099], [1.985, 3.856, 7.607], [0.468, 3.156, 8.188], [1.364, 3.066, 5.330], [-0.617, -0.077, 7.075], [0.465, 0.839, 8.133], [-1.091, 1.537, 7.621], [7.444, -3.764, -1.434], [6.221, -3.041, -1.139], [5.043, -3.534, -0.675], [4.961, -5.020, -0.422], [4.096, -2.789, -0.474], [8.259, -3.377, -0.819], [7.708, -3.630, -2.484], [7.329, -4.823, -1.234], [6.209, -2.044, -1.287], [3.967, -5.256, -0.058], [5.138, -5.576, -1.344], [5.691, -5.323, 0.329]],
  "mulliken_charge": [-1.334, -0.408, -1.110, 0.019, 0.461, -0.799, -0.712, -0.375, 1.250, -0.624, -0.678, -1.116, 0.285, 0.320, 0.469, 0.408, 0.360, 0.633, 0.438, 0.488, 0.403, 0.399, 0.392, 0.480, 0.361, -0.773, -0.107, 0.532, -1.117, -0.666, 0.277, 0.191, 0.362, 0.222, 0.310, 0.399, 0.376, -0.849, -0.150, 0.742, -1.342, -0.571, 0.287, 0.286, 0.325, 0.219, 0.285, 0.371, 0.383, -0.846, -0.163, 0.729, -1.332, -0.523, 0.281, 0.286, 0.329, 0.223, 0.259, 0.376, 0.377],
  "e_lumo_ev": 0.58,
  "e_tot_ha": -1941.6576,
  "homo_lumo_gap_ha": 0.344,
  "max_force_ev_per_a": 1.34,
  "charge": 0
}


# 4
{
  "formula": "C16H34INO6",
  "method": "wB97M-V/def2-TZVPD",
  "species": ["C", "C", "O", "O", "C", "C", "C", "C", "C", "N", "C", "O", "O", "I", "H", "H", "H", "H", "H", "H", "H", "H", "H", "H", "H", "H", "H", "H", "C", "C", "O", "C", "C", "H", "H", "H", "H", "H", "H", "H", "H", "H", "H", "C", "C", "O", "C", "C", "H", "H", "H", "H", "H", "H", "H", "H", "H", "H"],
  "xyz": [[4.240, -2.555, -1.514], [3.253, -2.659, -2.788], [2.661, -3.741, -2.977], [3.180, -1.511, -3.620], [1.837, -0.965, -3.697], [0.924, -1.218, -2.407], [-0.360, -0.218, -2.363], [-1.319, -0.736, -1.154], [-2.851, -0.936, -1.619], [-2.918, -2.309, -2.258], [-4.103, -2.430, -3.118], [-5.057, -1.604, -3.075], [-4.236, -3.474, -4.100], [-3.860, -5.277, -3.230], [5.297, -2.914, -1.804], [3.901, -3.283, -0.689], [4.299, -1.504, -1.082], [1.966, 0.181, -3.781], [1.250, -1.274, -4.628], [0.466, -2.270, -2.509], [1.463, -1.111, -1.408], [-0.931, -0.248, -3.368], [-0.020, 0.868, -2.196], [-0.931, -1.775, -0.855], [-1.218, 0.018, -0.306], [-3.481, -0.976, -0.662], [-3.151, -0.103, -2.332], [-3.052, -2.955, -1.462], [3.529, -0.229, 3.746], [4.386, -0.326, 2.495], [3.667, -0.077, 1.294], [3.059, 1.203, 1.175], [4.049, 2.353, 1.241], [2.688, -0.927, 3.689], [4.123, -0.464, 4.633], [3.113, 0.771, 3.879], [4.779, -1.343, 2.416], [5.255, 0.336, 2.560], [2.271, 1.317, 1.926], [2.562, 1.222, 0.201], [4.573, 2.387, 2.199], [3.533, 3.306, 1.107], [4.806, 2.251, 0.459], [-3.797, 2.588, 3.965], [-2.859, 1.790, 3.075], [-3.523, 1.096, 2.027], [-4.251, 1.895, 1.103], [-3.389, 2.908, 0.369], [-4.557, 1.933, 4.404], [-3.239, 3.070, 4.772], [-4.322, 3.367, 3.410], [-2.359, 1.032, 3.682], [-2.069, 2.428, 2.665], [-5.092, 2.383, 1.606], [-4.686, 1.208, 0.372], [-2.932, 3.628, 1.052], [-3.990, 3.466, -0.353], [-2.578, 2.405, -0.165]],
  "mulliken_charge": [-0.688, 0.674, -0.551, -0.326, -0.475, -0.493, -0.635, -0.513, -0.815, -0.222, 0.663, -0.492, -0.558, 0.251, 0.356, 0.274, 0.082, 0.272, 0.268, 0.361, 0.206, 0.325, 0.355, 0.302, 0.301, 0.360, 0.382, 0.329, -1.055, -0.372, -0.364, -0.109, -1.152, 0.291, 0.390, 0.262, 0.312, 0.335, 0.273, 0.197, 0.279, 0.403, 0.301, -1.070, -0.295, -0.417, -0.354, -0.980, 0.284, 0.393, 0.264, 0.345, 0.278, 0.354, 0.332, 0.332, 0.399, 0.149],
  "e_lumo_ev": -1.34,
  "e_tot_ha": -1433.7780,
  "homo_lumo_gap_ha": 0.315,
  "max_force_ev_per_a": 4.83,
  "de_lowest_kj_mol": 71.0,
  "charge": 0
}


# 5
{
  "formula": "C16H34N4O5PS",
  "method": "wB97M-V/def2-TZVPD",
  "species": ["C", "C", "N", "C", "N", "C", "P", "O", "O", "S", "N", "N", "H", "H", "H", "H", "H", "H", "H", "H", "H", "H", "C", "C", "C", "O", "C", "H", "H", "H", "H", "H", "H", "H", "H", "C", "C", "C", "O", "C", "H", "H", "H", "H", "H", "H", "H", "H", "C", "C", "C", "O", "C", "H", "H", "H", "H", "H", "H", "H", "H"],
  "xyz": [[1.240, 5.456, 1.878], [-0.127, 5.154, 1.277], [-0.375, 3.714, 1.321], [-0.314, 2.920, 0.262], [-0.054, 3.326, -0.992], [-0.080, 2.207, -1.712], [0.239, 2.244, -3.504], [1.783, 2.516, -3.638], [-0.550, 3.510, -4.028], [-0.339, 0.599, -4.266], [-0.341, 1.154, -0.982], [-0.503, 1.585, 0.295], [1.369, 6.526, 1.988], [1.334, 4.970, 2.840], [2.014, 5.106, 1.208], [-0.919, 5.647, 1.823], [-0.126, 5.498, 0.255], [-0.589, 3.292, 2.206], [2.001, 3.458, -3.595], [-0.720, 4.147, -3.316], [-0.411, 0.200, -1.320], [-0.689, 0.969, 1.076], [2.406, -2.260, 2.039], [2.937, -0.834, 2.182], [1.893, -0.038, 1.418], [0.651, -0.740, 1.565], [0.902, -2.046, 2.123], [2.774, -2.942, 2.801], [2.677, -2.662, 1.060], [2.939, -0.541, 3.233], [3.942, -0.696, 1.789], [2.124, 0.013, 0.346], [1.763, 0.980, 1.797], [0.558, -2.049, 3.159], [0.337, -2.792, 1.566], [-3.084, -1.435, 5.402], [-2.620, -0.967, 6.779], [-1.365, -1.804, 6.985], [-0.811, -2.026, 5.681], [-1.757, -1.643, 4.687], [-3.735, -0.726, 4.892], [-3.616, -2.384, 5.490], [-2.363, 0.095, 6.746], [-3.359, -1.112, 7.565], [-1.603, -2.776, 7.428], [-0.623, -1.311, 7.612], [-1.405, -0.710, 4.223], [-1.805, -2.415, 3.918], [0.903, -2.843, -7.339], [-0.397, -3.228, -8.041], [-1.289, -3.598, -6.864], [-0.863, -2.788, -5.763], [0.381, -2.160, -6.084], [1.550, -2.201, -7.932], [1.464, -3.742, -7.074], [-0.808, -2.362, -8.566], [-0.286, -4.038, -8.759], [-1.163, -4.650, -6.586], [-2.346, -3.415, -7.057], [0.195, -1.100, -6.264], [1.061, -2.255, -5.236]],
  "mulliken_charge": [-1.075, -0.451, -0.156, 0.459, -0.489, 0.267, 0.708, -0.456, -0.493, -0.376, 0.010, 0.038, 0.382, 0.318, 0.293, 0.358, 0.282, 0.204, 0.366, 0.377, 0.232, 0.250, -0.609, -0.661, -0.166, -0.414, -0.266, 0.368, 0.266, 0.287, 0.382, 0.289, 0.131, 0.017, 0.343, -0.593, -0.512, -0.469, -0.398, -0.162, 0.342, 0.272, 0.251, 0.346, 0.280, 0.263, 0.077, 0.307, -0.563, -0.517, -0.439, -0.372, -0.305, 0.334, 0.272, 0.256, 0.337, 0.270, 0.265, 0.137, 0.306],
  "e_lumo_ev": -3.14,
  "e_tot_ha": -1964.6252,
  "homo_lumo_gap_ha": 0.287,
  "max_force_ev_per_a": 2.69,
  "de_lowest_kj_mol": 31.6,
  "charge": 1
}


# 6
{
  "formula": "C16H34N4SSbSi3Sn",
  "method": "wB97M-V/def2-TZVPD",
  "species": ["Sn", "N", "C", "S", "N", "N", "C", "C", "C", "C", "C", "C", "N", "H", "H", "H", "H", "H", "H", "H", "C", "Si", "C", "C", "Sb", "Si", "C", "C", "C", "Si", "C", "C", "C", "H", "H", "H", "H", "H", "H", "H", "H", "H", "H", "H", "H", "H", "H", "H", "H", "H", "H", "H", "H", "H", "H", "H", "H", "H", "H", "H"],
  "xyz": [[0.248, 2.192, -0.911], [3.820, 4.771, -0.177], [2.620, 4.213, -0.151], [2.575, 2.422, -0.206], [1.553, 4.951, -0.072], [0.384, 4.294, -0.077], [-0.666, 4.842, 0.402], [-1.851, 4.007, 0.592], [-3.070, 4.535, 0.979], [-4.133, 3.669, 1.201], [-3.941, 2.307, 1.018], [-2.692, 1.859, 0.624], [-1.660, 2.684, 0.436], [4.663, 4.222, -0.192], [3.898, 5.777, -0.108], [-0.645, 5.871, 0.747], [-3.183, 5.606, 1.081], [-5.098, 4.052, 1.503], [-4.749, 1.604, 1.164], [-2.492, 0.804, 0.469], [3.659, -1.131, 1.324], [3.059, -1.884, -0.245], [3.599, -1.103, -1.825], [2.784, -3.709, -0.271], [0.312, -1.174, -0.188], [-0.974, -1.756, 2.227], [-2.797, -1.580, 2.002], [-0.177, -0.556, 3.378], [-0.351, -3.500, 2.223], [-0.985, -1.639, -2.579], [-0.165, -0.545, -3.820], [-2.758, -1.273, -2.214], [-0.535, -3.436, -2.668], [4.718, -1.379, 1.453], [3.126, -1.516, 2.194], [3.577, -0.043, 1.304], [4.650, -1.356, -2.001], [3.528, -0.015, -1.784], [3.029, -1.473, -2.678], [3.764, -4.200, -0.294], [2.239, -4.034, -1.160], [2.263, -4.070, 0.616], [-3.141, -0.578, 2.262], [-3.284, -2.279, 2.690], [-3.136, -1.830, 0.997], [-0.435, 0.475, 3.132], [0.909, -0.655, 3.391], [-0.539, -0.751, 4.394], [-0.524, -4.012, 1.272], [-0.897, -4.062, 2.988], [0.711, -3.558, 2.468], [-0.413, 0.506, -3.672], [-0.526, -0.824, -4.815], [0.919, -0.659, -3.821], [-2.932, -0.218, -1.994], [-3.135, -1.879, -1.389], [-3.352, -1.523, -3.099], [0.510, -3.581, -2.945], [-1.147, -3.912, -3.442], [-0.732, -3.968, -1.735]],
  "mulliken_charge": [0.563, -0.330, 0.688, -0.387, -1.043, 0.518, -0.472, 0.691, -0.677, -0.424, -0.771, 0.160, -0.162, 0.205, 0.265, 0.486, 0.460, 0.480, 0.482, 0.341, -0.746, 0.146, -0.758, -0.916, -0.024, 0.351, -0.815, -0.908, -1.103, 0.315, -0.814, -0.820, -1.003, 0.408, 0.275, 0.240, 0.414, 0.266, 0.247, 0.434, 0.303, 0.325, 0.233, 0.463, 0.245, 0.304, 0.298, 0.400, 0.403, 0.472, 0.306, 0.243, 0.390, 0.272, 0.257, 0.269, 0.415, 0.307, 0.440, 0.394],
  "e_lumo_ev": [-12.00, -12.00],
  "e_tot_ha": -2569.4073,
  "homo_lumo_gap_ha": [0.186, 0.186],
  "max_force_ev_per_a": 1.11,
  "charge": 3
}